(1)
Density functional theory data (ωB97M-V/def2-TZVPD) for the ion C7H12IN2O with charge +1.

Summary:
Lowest unoccupied orbital energy ... -4.1021 eV
Orbital gap ... 9.421 eV
Charge ... +1
E ... -756.10135 Ha
SMILES ... CC1=[NH+][C@](C)(I)CC(=O)N1C
ΔE to the lowest compared entry with this formula, charge and spin ... 0.000 eV

Structure (XYZ):
```
23
Properties=species:S:1:pos:R:3:forces:R:3
C -0.995574 -1.941580 0.756418 0.18 0.82 1.64
C -0.168650 -0.748063 0.487431 0.93 0.54 -1.86
N 1.046970 -0.890429 -0.010318 1.78 1.07 1.13
C 2.054368 0.419699 -0.307800 -1.27 -2.06 -0.15
C 1.769105 0.648552 -1.801674 1.03 3.58 0.02
I 4.144571 -0.135921 0.212865 -1.51 0.27 -0.43
C 1.528072 1.525519 0.620517 0.83 1.94 -1.39
C 0.037665 1.716597 0.497339 0.02 -0.61 -0.05
O -0.543863 2.755801 0.557369 0.34 -0.39 -0.13
N -0.703185 0.459479 0.399406 -1.20 2.13 1.84
C -2.169706 0.639965 0.451124 1.68 2.34 0.55
H -0.844467 -2.306638 1.776649 0.54 -0.10 -0.08
H -0.650977 -2.637556 0.045203 -0.38 -1.34 -0.72
H -2.040057 -1.688239 0.797717 -0.33 -0.26 -0.81
H 1.455754 -1.815792 0.099670 0.27 0.35 -0.11
H 1.999569 -0.058004 -2.531300 0.23 -2.14 -0.41
H 2.311061 1.526085 -2.315907 -0.27 -0.80 1.58
H 0.750024 0.984569 -1.923928 -0.63 -0.30 0.08
H 1.984912 2.566875 0.298645 -0.66 -2.19 0.83
H 1.704528 1.342450 1.682151 0.39 -0.05 -0.10
H -2.438349 1.679687 0.322680 0.51 0.34 0.42
H -2.427381 0.266820 -0.429815 -2.00 -2.17 -3.56
H -2.717543 0.274379 1.251189 -0.48 -0.96 1.70
```
Forces are in eV/Å.

Atomic charges from the natural (NBO) analysis, expressed in e, are listed below: -0.69, 0.59, -0.56, 0.10, -0.70, 0.24, -0.61, 0.72, -0.47, -0.44, -0.43, 0.28, 0.26, 0.27, 0.43, 0.26, 0.26, 0.22, 0.30, 0.28, 0.27, 0.21, 0.22

=====

(2)
Density functional theory data (ωB97M-V/def2-TZVPD) for a cluster of 2 separate species, C7H12IN3O in total.

Summary:
Lowest unoccupied orbital energy (alpha / beta) ... -2.7882 / -2.7873 eV
Orbital gap (alpha / beta) ... 3.873 / 3.874 eV
E ... -810.98899 Ha
ΔE to the lowest compared entry with this formula, charge and spin ... 2.115 eV

Structure (XYZ):
```
24
Properties=species:S:1:pos:R:3:forces:R:3
C 1.233535 2.113141 0.896771 1.61 0.57 2.36
C -0.140822 1.957036 -0.797197 1.99 -0.21 2.70
C 0.502514 2.900282 -0.049783 -1.67 0.57 -1.96
C -0.402588 -2.257092 1.303271 -2.14 2.86 1.34
C -0.043259 -2.836289 -1.124878 0.55 -1.04 -0.82
C -0.331940 -0.493098 -0.448003 2.77 -0.95 2.08
C 0.275405 -1.845374 0.015018 -0.16 -0.33 -0.81
N 1.059329 0.838065 0.740837 2.75 0.35 2.12
N 0.235315 0.681347 -0.273832 -3.19 0.06 -2.17
N 0.332123 4.306319 -0.206838 1.72 -1.63 1.16
O 1.656688 -1.784957 0.164636 0.30 -0.16 -0.18
I -4.333902 0.753423 -0.272736 0.72 -0.15 -0.04
H 1.874297 2.485372 1.774629 -1.12 -0.65 -1.60
H -0.834887 2.097999 -1.508920 -2.32 -0.01 -2.43
H -1.501723 -1.995500 1.408023 1.05 0.33 -0.69
H 0.070692 -1.678414 2.105756 -0.06 -0.07 -0.03
H -0.479705 -3.233072 1.646551 0.90 -2.33 -0.25
H -1.061011 -3.068001 -1.276393 -1.74 0.53 0.35
H 0.298231 -3.877029 -1.019455 0.73 0.56 0.89
H 0.276278 -2.608892 -2.137963 0.52 0.79 0.08
H -1.271213 -0.704495 -0.787908 -2.73 0.86 -1.95
H 1.228663 4.780249 -0.335786 -0.88 0.12 -0.01
H -0.472369 4.645906 -0.706000 0.17 -0.19 -0.23
H 1.830345 -1.176928 0.890189 0.23 0.15 0.10
```
Forces are in eV/Å.

Atomic charges from the natural (NBO) analysis, expressed in e, are listed below: 0.06, -0.05, 0.10, -0.65, -0.65, 0.38, 0.17, -0.27, -0.16, -0.81, -0.69, -0.92, 0.24, 0.25, 0.26, 0.22, 0.24, 0.24, 0.25, 0.23, 0.26, 0.40, 0.41, 0.49

=====

(3)
Density functional theory data (ωB97M-V/def2-TZVPD) for a structure of composition C7H12LiNaO4.

Summary:
Lowest unoccupied orbital energy (alpha / beta) ... 0.9252 / 0.9224 eV
Multiplicity ... 2
Orbital gap (alpha / beta) ... 1.711 / 5.031 eV
Charge ... -1
E ... -744.66775 Ha
⟨S²⟩ ... 0.7502
ΔE to the lowest compared entry with this formula, charge and spin ... 2.140 eV

Structure (XYZ):
```
25
Properties=species:S:1:pos:R:3:forces:R:3
C -0.875471 -1.912621 -1.838406 -0.71 1.14 0.81
C -0.987803 -0.787858 -2.873396 -0.32 0.57 0.03
O -1.425893 0.425046 -2.320467 0.07 -0.38 -0.68
Na -2.910146 1.957161 -3.761720 0.52 -0.52 0.50
H -0.811104 -2.887292 -2.358694 0.24 0.22 0.40
H -0.938572 0.519591 -0.432897 1.78 -2.11 2.56
H -1.812919 -1.905549 -1.251461 0.18 -0.10 -0.26
H -1.651223 -1.183552 -3.670997 -0.29 0.13 0.07
H -0.012269 -0.735737 -3.409407 -0.07 0.25 0.25
C 0.297215 -1.751147 -0.885481 2.87 -2.00 -2.68
C 1.536330 -1.333093 -1.369638 -1.86 1.16 2.70
H 0.323946 -2.505098 -0.084574 -0.06 0.36 -0.06
H 2.411205 -1.525513 -0.735521 -0.23 -0.01 -0.15
H 1.573095 -0.335111 -1.837950 0.02 -0.97 -0.85
O 0.339907 2.777297 4.477029 0.24 0.69 0.46
C 0.856577 2.120447 3.536851 -0.37 -1.01 0.30
O 2.099996 2.035888 3.367107 0.78 0.52 -0.01
O 0.015259 1.401785 2.785627 -0.27 0.59 0.25
C 0.524813 0.775661 1.603682 0.67 -0.22 -1.13
C -0.615348 0.157106 0.821029 -2.84 1.96 -1.30
Li 2.188535 3.252920 4.898168 -0.69 -0.58 -0.67
H 1.249835 0.006169 1.908344 -0.11 0.23 -0.14
H 1.068627 1.520699 1.005570 -0.12 -0.13 0.21
H -1.541543 0.688941 1.091056 0.18 0.60 0.66
H -0.903049 -0.776139 1.336144 0.39 -0.40 -1.28
```
Forces are in eV/Å.

Atomic charges from the natural (NBO) analysis, expressed in e, are listed below: -0.48, -0.06, -1.04, 0.03, 0.20, 0.36, 0.20, 0.10, 0.11, -0.07, -0.50, 0.17, 0.17, 0.21, -0.86, 0.96, -0.87, -0.52, -0.08, -0.77, 0.95, 0.17, 0.18, 0.22, 0.20

=====

(4)
Density functional theory data (ωB97M-V/def2-TZVPD) for the ion C7H12N with charge +1.

Summary:
Lowest unoccupied orbital energy (alpha / beta) ... -5.0096 / -4.2272 eV
Orbital gap (alpha / beta) ... 6.468 / 8.762 eV
Charge ... +1
E ... -328.21760 Ha
ΔE to the lowest compared entry with this formula, charge and spin ... 5.746 eV

Structure (XYZ):
```
20
Properties=species:S:1:pos:R:3:forces:R:3
C -0.971146 -1.231963 0.002875 0.59 1.68 -1.09
C -0.353114 -0.347912 -0.735296 0.70 0.53 2.51
C -0.472045 1.215505 -2.422922 0.91 1.19 -0.79
C 0.324648 0.404691 -1.678394 -0.98 -1.46 -1.07
C -1.235944 -1.187018 1.450395 0.39 0.00 0.60
C -0.049913 0.997456 1.663474 -3.81 1.80 -0.04
C 1.791993 0.164138 -2.045830 -2.67 0.43 -0.50
N -0.273201 -0.314762 2.223846 0.78 -1.10 0.99
H -1.396684 -2.031087 -0.539294 -0.55 -1.22 -0.35
H 0.098328 1.767454 -3.204690 -1.06 -0.25 0.38
H -1.541274 1.411387 -2.248514 0.76 -0.21 -0.08
H -2.263596 -1.028564 1.735296 -0.38 0.97 -0.08
H -1.072689 -2.137329 1.859188 0.41 -1.76 0.49
H 0.904350 1.329058 1.788016 2.76 0.50 0.13
H -0.758880 1.851972 1.974879 0.61 -1.86 -0.76
H 2.236108 0.975591 -1.636115 2.00 2.56 1.36
H 1.991058 0.235424 -3.090557 -0.26 -0.24 -0.84
H 2.219541 -0.675356 -1.631216 0.66 -2.03 0.84
H -0.521600 -0.486868 3.275624 0.43 0.98 -1.95
H 0.706523 -0.676594 2.110236 -1.29 -0.53 0.24
```
Forces are in eV/Å.

Atomic charges from the natural (NBO) analysis, expressed in e, are listed below: -0.34, 0.24, -0.22, -0.16, -0.23, -0.29, -0.61, -0.55, 0.27, 0.21, 0.23, 0.25, 0.23, 0.18, 0.21, 0.23, 0.24, 0.23, 0.44, 0.45

=====

(5)
Density functional theory data (ωB97M-V/def2-TZVPD) for the ion C7H12N with charge +1.

Summary:
Lowest unoccupied orbital energy ... -4.8021 eV
Orbital gap ... 9.085 eV
Charge ... +1
E ... -328.30419 Ha
SMILES ... C#[N+]/C(C)=C(\C)CC
ΔE to the lowest compared entry with this formula, charge and spin ... 3.390 eV

Structure (XYZ):
```
20
Properties=species:S:1:pos:R:3:forces:R:3
C 3.290560 -0.242032 -0.119403 -6.35 0.49 1.34
N 2.142425 -0.104543 0.110385 5.43 -0.95 -1.89
C 0.888621 0.381185 0.173009 -1.36 1.98 0.39
C 0.870260 1.893280 0.316638 3.70 0.44 0.92
C -0.153785 -0.446589 0.263008 0.30 -2.01 -0.21
C -0.023944 -1.908019 0.176970 0.61 -1.14 1.29
C -1.565599 -0.140257 0.440197 -2.66 0.29 -0.16
C -2.152937 0.251536 -0.992389 1.06 1.08 -1.52
H 4.292440 -0.446989 -0.156906 2.19 -0.40 -0.14
H 0.550717 2.125418 1.317549 -1.17 0.41 0.09
H 2.014677 2.186103 0.526184 -2.35 -0.32 -1.05
H 0.492615 2.515336 -0.508830 -0.11 -0.50 0.50
H -0.856235 -2.240092 -0.472459 0.46 -0.40 0.73
H -0.095479 -2.236567 1.292130 -0.34 -0.01 -1.99
H 0.922157 -2.298960 -0.199980 -0.03 0.09 -0.05
H -2.208184 -1.061381 0.768142 1.60 1.61 -0.29
H -1.634015 0.615151 1.248880 -0.54 0.06 -0.80
H -1.372742 0.998093 -1.509864 -1.72 -1.73 0.91
H -3.111192 0.844817 -0.966390 0.91 -0.94 0.25
H -2.290355 -0.685491 -1.706873 0.36 1.95 1.68
```
Forces are in eV/Å.

Atomic charges from the natural (NBO) analysis, expressed in e, are listed below: 0.39, -0.16, -0.01, -0.64, 0.22, -0.66, -0.48, -0.61, 0.28, 0.25, 0.22, 0.26, 0.25, 0.26, 0.22, 0.25, 0.25, 0.21, 0.25, 0.23

=====

(6)
Density functional theory data (ωB97M-V/def2-TZVPD) for an isolated molecule of C7H12N2.

Summary:
Lowest unoccupied orbital energy (alpha / beta) ... 0.9814 / -0.3420 eV
Orbital gap (alpha / beta) ... 8.607 / 6.737 eV
E ... -383.17591 Ha
ΔE to the lowest compared entry with this formula, charge and spin ... 6.730 eV

Structure (XYZ):
```
21
Properties=species:S:1:pos:R:3:forces:R:3
C -0.429606 -0.098426 3.059066 -0.71 1.74 -2.59
C -0.691609 0.532243 2.037268 -0.10 -0.23 1.25
C -1.616735 0.039661 -0.072183 -0.86 0.28 -2.20
C -0.597854 -0.572519 -1.237384 -0.90 2.04 2.03
C -1.206072 1.065826 0.841556 1.69 0.43 2.10
C 0.942629 -1.757676 0.148464 2.87 1.35 -0.85
C 1.394952 1.552651 -1.257443 0.14 0.18 -0.91
N 0.712076 -0.647233 -0.746192 1.81 0.08 0.34
N 1.391472 0.411885 -0.314609 0.73 1.44 -0.63
H 0.080488 -0.504389 3.847635 0.73 -0.84 1.49
H -2.474224 0.498926 -0.576541 -0.07 -0.65 -0.52
H -1.962527 -0.756770 0.547525 -0.28 -0.95 0.05
H -0.961590 -1.508577 -1.521428 -0.49 -1.55 -0.38
H -0.655643 0.087057 -2.047388 -0.10 0.98 -1.23
H -1.439682 2.142041 0.841634 0.17 -0.71 -0.54
H 1.222702 -2.593105 -0.399647 -0.54 -2.06 -1.11
H 1.868582 -1.604556 0.713416 -0.54 0.61 0.20
H 0.114220 -1.743425 0.721327 -2.51 -1.25 2.47
H 1.235813 1.084127 -2.305643 -0.56 1.29 1.36
H 0.612178 2.326733 -0.828989 1.63 -1.22 -1.63
H 2.460431 2.045525 -1.450446 -2.11 -0.96 1.27
```
Forces are in eV/Å.

Atomic charges from the natural (NBO) analysis, expressed in e, are listed below: -0.25, -0.05, -0.48, -0.21, -0.21, -0.41, -0.49, -0.19, -0.25, 0.22, 0.22, 0.22, 0.21, 0.21, 0.22, 0.20, 0.23, 0.20, 0.19, 0.21, 0.21

=====

Number 1: largest force on an atom 0.090 Eh/bohr. Number 2: largest force on an atom 0.075 Eh/bohr. Number 3: largest force on an atom 0.086 Eh/bohr. Number 4: largest force on an atom 0.082 Eh/bohr. Number 5: largest force on an atom 0.126 Eh/bohr. Number 6: largest force on an atom 0.073 Eh/bohr.